This record from the Open Molecules 2025 dataset describes one molecule with the formula C7H8 at a distorted geometry. The level of theory is wB97M-V/def2-TZVPD.

The calculated total energy comes out at -7381.836 eV. The gap between HOMO and LUMO (alpha / beta) is 7.77 / 7.77 eV. The value obtained for the molar mass is 92.1 Da. Its energy above the lowest of the compared OMol25 structures with the same formula, charge and spin is 666.8 kJ/mol. The largest force on an atom comes out at 1.09 eV Å⁻¹. As for the multiplicity: 1.

```
15
Properties=species:S:1:pos:R:3:lowdin_charge:R:1
C -0.049 -1.537 -0.523 -0.030
C -0.261 -0.088 -0.162 -0.421
C 0.152 1.064 -0.991 -0.068
C 1.071 0.761 0.185 -0.322
C 2.457 0.402 0.013 0.129
C -1.407 0.165 0.713 -0.081
C -2.399 0.377 1.366 0.144
H -0.943 -1.944 -1.003 0.088
H 0.821 -1.619 -1.179 0.088
H 0.143 -2.111 0.392 0.095
H 0.725 1.034 1.168 0.115
H 0.571 0.808 -1.961 0.122
H -0.456 1.964 -0.963 0.117
H 2.859 0.157 1.013 -0.009
H -3.286 0.567 1.933 0.033
```